162
Properties=species:S:1:pos:R:3:forces:R:3 method="wB97M-V/def2-TZVPD" e_above_lowest_kcal_mol=49.5 e_lumo_ev=0.173 spin_multiplicity=1 homo_lumo_gap_ev=9.19
C -0.2517 1.1672 -2.2870 0.80 -0.51 1.12
C -0.7347 0.5119 -0.9662 0.01 0.25 -0.99
C -0.0028 0.9567 0.3085 0.12 1.10 0.00
O 1.3721 0.5832 0.4122 -0.85 -0.13 -0.50
C 1.4577 -0.7932 0.6429 1.41 -0.58 0.35
N -2.1494 0.8577 -0.8854 -0.59 -0.24 0.75
H -0.2262 2.2507 -2.1717 -0.33 0.08 -0.11
H -0.9197 0.8420 -3.0846 0.11 0.20 -0.11
H 0.7770 0.8772 -2.5009 0.03 -0.13 -0.19
H -0.6881 -0.5729 -1.0611 0.49 -0.28 -0.05
H -0.5191 0.6694 1.2246 -0.30 -0.65 0.01
H -0.0031 2.0427 0.4018 -0.02 0.28 -0.44
H 1.1146 -1.4115 -0.1866 -0.37 0.04 -0.02
H 0.9894 -1.0658 1.5887 -0.52 -0.09 0.04
H 2.5051 -1.0626 0.7785 0.14 0.18 -0.10
H -2.5899 0.1386 -0.3297 0.02 0.32 1.12
H -2.6172 0.5619 -1.7302 0.29 0.57 -1.07
C 4.8876 -5.0317 3.2297 -1.03 0.17 0.45
C 4.2042 -5.6202 1.9474 3.03 1.82 0.43
C 3.8687 -4.4681 0.9691 -1.91 -1.20 0.00
O 2.8023 -3.6391 1.4044 -1.64 0.55 0.30
C 1.4393 -4.1990 1.3117 1.72 -0.83 0.12
N 5.3140 -6.3910 1.3176 -0.66 -0.62 -0.40
H 5.2217 -5.7647 3.9641 0.24 -0.46 -0.53
H 4.2377 -4.4195 3.8550 -0.50 0.14 -0.36
H 5.7150 -4.3645 2.9881 0.19 -0.20 -0.30
H 3.3363 -6.2201 2.2212 0.21 -0.18 -0.33
H 3.5318 -4.9436 0.0479 -0.02 -0.28 -0.44
H 4.7197 -3.8636 0.6549 0.09 0.20 0.67
H 1.1887 -4.4668 0.2853 -0.01 0.42 -0.30
H 0.6661 -3.5813 1.7686 0.58 0.55 -0.20
H 1.3861 -5.1479 1.8454 0.16 -0.12 0.24
H 6.1198 -5.8090 1.1387 0.23 0.52 0.83
H 5.1094 -6.6140 0.3540 -0.70 -0.57 -0.22
C 2.8075 0.4046 4.6341 0.48 0.21 0.08
C 3.8563 -0.4090 3.9167 0.52 -0.48 0.87
C 5.2035 -0.2865 4.7068 -1.61 -0.90 -2.02
O 6.1531 -0.9758 3.8871 -0.32 1.34 0.38
C 7.4218 -0.9327 4.4805 -0.15 -0.63 0.33
N 3.4962 -1.8248 3.8479 -0.12 -0.14 0.25
H 3.1741 1.4297 4.5813 -0.53 0.20 -0.01
H 2.7634 0.1575 5.6948 -0.25 -0.28 0.00
H 1.8336 0.3007 4.1556 -0.07 0.16 0.15
H 3.9505 -0.0171 2.9039 0.49 0.38 -0.09
H 5.0794 -0.7933 5.6638 0.07 -0.10 0.22
H 5.4022 0.7728 4.8697 0.54 0.08 -0.13
H 7.6994 0.0429 4.8796 0.04 0.37 -0.43
H 8.1261 -1.2939 3.7311 0.17 0.03 0.33
H 7.3540 -1.5720 5.3607 0.61 -0.41 0.14
H 2.7776 -1.9745 3.1542 -0.27 0.08 -0.05
H 4.2680 -2.3591 3.4751 0.31 0.07 0.06
C -2.9841 -0.1956 6.1571 -0.69 -0.19 0.51
C -1.8255 -1.0493 5.7427 0.93 -0.11 -1.04
C -1.4299 -0.7905 4.2951 -0.24 -0.23 -0.22
O -0.7061 -0.8146 6.5810 -0.33 0.52 0.83
H -3.2876 -0.4324 7.1769 0.23 0.22 0.19
H -3.8561 -0.4799 5.5683 0.01 0.09 -0.29
H -2.8317 0.8783 6.0494 0.24 -0.07 0.02
H -2.1290 -2.0957 5.7758 -0.07 -0.27 0.36
H -2.2495 -1.0746 3.6350 -0.17 0.16 -0.10
H -0.6014 -1.4388 4.0098 0.27 0.09 0.04
H -1.1715 0.2528 4.1139 0.07 0.02 0.05
H 0.0502 -1.3778 6.4008 -0.18 -0.19 -0.38
C 4.1435 -0.3168 -2.0155 -0.27 -0.86 0.80
C 5.4916 -0.0515 -2.6596 -0.97 -0.01 -1.47
C 5.3977 -0.4028 -4.1640 0.39 -1.01 1.46
O 5.6634 1.3193 -2.6197 0.77 1.80 0.11
H 3.9459 -1.3842 -1.9165 0.00 -0.19 0.18
H 3.2762 0.1039 -2.5243 0.34 0.18 -0.60
H 4.0826 0.1474 -1.0312 0.24 -0.16 0.28
H 6.3506 -0.4940 -2.1553 -0.18 -0.72 0.07
H 6.3546 -0.4216 -4.6857 -0.07 0.74 -0.03
H 4.6287 0.2662 -4.5503 0.26 -0.22 -0.47
H 5.1061 -1.4530 -4.1772 -0.55 -0.04 -0.37
H 5.7144 1.5485 -1.6889 -0.07 0.51 0.11
C -3.0534 5.4083 2.2122 0.49 -0.87 0.14
C -1.6351 4.8696 2.5089 -0.46 0.12 0.74
C -1.6086 3.4218 2.9994 0.06 -0.34 -0.32
O -0.7905 5.0523 1.3910 0.46 0.33 0.51
H -3.4869 4.7407 1.4676 -0.01 0.38 -0.53
H -2.9524 6.4456 1.8929 -0.29 -0.14 -0.22
H -3.7540 5.3311 3.0436 0.30 0.19 0.39
H -1.2169 5.4726 3.3149 0.22 0.23 -0.06
H -2.0133 2.7834 2.2141 -0.21 -0.20 -0.03
H -2.1378 3.2279 3.9323 -0.38 0.31 -0.05
H -0.5979 3.0634 3.1947 0.25 0.27 -0.20
H -1.1904 4.6598 0.6116 -0.45 -0.42 -0.39
C -4.3323 -2.2694 -3.2732 1.01 0.62 -1.58
C -3.3618 -1.2355 -4.0039 -1.70 -2.15 -1.07
C -3.6959 -1.0599 -5.5505 0.01 -0.12 1.55
O -3.5578 -0.0347 -3.3616 1.15 1.53 0.68
H -4.2730 -3.2420 -3.7616 0.09 -0.18 0.25
H -5.3558 -1.9186 -3.4062 -0.06 0.10 0.20
H -4.0545 -2.3134 -2.2201 -0.11 -0.11 -0.02
H -2.3390 -1.5876 -3.8695 0.12 0.34 0.11
H -3.8375 -1.9890 -6.1026 0.03 -0.09 0.20
H -2.9535 -0.4569 -6.0733 0.03 0.00 0.21
H -4.6345 -0.5068 -5.5166 -0.15 -0.02 -0.44
H -4.4891 0.1982 -3.3478 -0.61 0.08 -0.22
C 2.4622 3.1646 2.5154 1.02 1.26 -0.32
C 2.9650 3.7329 1.1536 0.31 -0.16 0.59
C 4.0853 4.8157 1.2768 -0.64 -0.24 -0.80
O 3.4729 2.6791 0.3800 1.25 -0.82 -0.44
H 1.9873 2.1895 2.4073 -0.43 0.32 -0.09
H 1.8787 3.9473 3.0001 -0.60 -0.34 0.01
H 3.3035 3.0210 3.1934 0.30 -0.11 -0.18
H 2.1123 4.0460 0.5513 -0.23 1.04 0.48
H 4.5453 5.0359 0.3135 -0.46 -0.21 -0.48
H 4.9730 4.5116 1.8314 -0.46 -0.20 0.69
H 3.6787 5.7774 1.5898 0.06 -0.14 0.50
H 2.7816 2.0141 0.3406 -0.13 -0.41 -0.12
C 0.5790 -2.4463 -3.7488 0.55 -0.19 1.01
C 0.3862 -3.8856 -3.2165 -1.60 1.57 -0.74
C -1.0951 -4.1341 -2.9793 -0.76 -0.96 0.40
O 0.7425 -4.7613 -4.2466 0.65 -0.95 -0.60
H 0.3329 -1.6578 -3.0375 -0.32 -0.15 0.34
H -0.0695 -2.3030 -4.6131 0.38 -0.10 -0.20
H 1.6400 -2.2804 -3.9351 -0.04 0.00 -0.60
H 0.9374 -4.1226 -2.3065 0.12 0.31 0.13
H -1.5527 -3.5412 -2.1873 0.30 -0.14 0.38
H -1.2082 -5.2077 -2.8288 0.01 -0.11 0.87
H -1.8156 -4.0486 -3.7927 0.69 0.74 -0.79
H 1.5837 -5.1760 -4.0416 0.05 0.03 -0.13
C -6.4264 -0.1227 -1.0461 -0.13 0.53 -0.82
C -6.7711 1.0404 -1.9949 0.41 0.52 0.08
C -6.0355 2.3176 -1.5986 -0.07 -0.31 0.21
O -6.3969 0.7315 -3.3447 0.18 -0.77 0.05
H -5.3547 -0.3103 -0.9814 0.13 0.20 -0.10
H -6.8869 -1.0400 -1.4129 -0.20 0.00 0.28
H -6.7777 0.1697 -0.0565 -0.13 -0.31 0.03
H -7.8472 1.2140 -1.9953 -0.18 -0.10 0.21
H -6.1856 3.1506 -2.2853 -0.27 -0.08 -0.12
H -4.9686 2.0950 -1.6146 0.11 0.09 0.30
H -6.3613 2.6331 -0.6074 0.24 0.09 0.09
H -6.7957 1.3906 -3.9176 0.07 0.08 -0.11
C -2.0291 -2.9963 1.1697 -0.06 -0.48 0.47
C -3.4258 -2.4134 1.1552 0.20 -0.30 -0.76
O -3.3283 -1.0328 0.8578 -0.39 0.29 0.55
H -2.0767 -4.0728 1.3345 -0.02 -0.10 0.18
H -1.4531 -2.5403 1.9750 0.06 -0.03 -0.02
H -1.4705 -2.8807 0.2409 -0.27 0.36 -0.16
H -3.9793 -2.5296 2.0870 0.30 -0.31 0.22
H -4.0297 -2.8708 0.3714 -0.07 -0.29 -0.07
H -3.9553 -0.6112 1.4501 0.05 0.53 -0.18
C -1.8911 2.0223 -6.8228 -0.60 -0.35 0.79
C -2.5581 2.7251 -5.6234 0.96 -0.50 -0.81
O -3.1900 3.8815 -6.1249 -0.53 0.48 0.39
H -1.2205 2.6997 -7.3515 -0.05 -0.05 -0.02
H -2.7131 1.6964 -7.4601 0.20 0.10 -0.36
H -1.3508 1.1262 -6.5174 0.20 0.03 0.03
H -1.8108 2.9777 -4.8711 0.04 0.05 0.20
H -3.2921 2.0733 -5.1496 -0.11 0.13 -0.07
H -2.5052 4.5437 -6.2439 -0.06 0.12 -0.09
C -2.8648 5.7307 -1.5824 -0.11 -0.35 -0.45
C -2.6476 4.2564 -1.8935 0.18 0.24 0.92
O -2.2085 3.6704 -0.6742 0.08 1.19 0.45
H -1.9932 6.1275 -1.0618 -0.02 0.13 -0.13
H -3.7455 5.8716 -0.9559 0.05 -0.02 0.05
H -3.0273 6.2424 -2.5310 0.05 0.30 0.08
H -1.8766 4.1476 -2.6562 -0.03 -0.11 -0.23
H -3.5886 3.8173 -2.2250 0.05 -0.21 -0.20
H -2.1079 2.7156 -0.6748 -0.38 -1.08 -0.52